[1]
ORCA calculation (ωB97M-V with the def2-TZVPD basis set) on 2 unconnected molecules or ions with the total composition C4H9NO2.

As for the largest force on an atom: 0.74 eV Å⁻¹. The highest occupied orbital energy is -10.1879 eV. The structure (SMILES) is CCN=C=O.CO. The gap between HOMO and LUMO is 0.3990 Eh. As for the energy relative to the best compared isomer or geometry (same formula, charge and spin): 141.4 kJ/mol. The spin multiplicity is 1. The value obtained for the electronic energy is -363.03169 hartree. As for the charge: 0.

Each line ends with the Löwdin charge.
Atoms and positions in Å:
C -1.587 0.898 0.617  -0.0854
C -1.769 -0.554 0.195  -0.2442
N -0.502 -1.275 0.183  0.0843
C 0.262 -1.643 1.047  -0.3162
O 1.077 -2.048 1.787  0.1543
H -0.893 1.400 -0.064  0.0669
H -2.551 1.418 0.597  0.0762
H -1.187 0.959 1.635  0.0782
H -2.469 -1.078 0.856  0.1146
H -2.176 -0.607 -0.818  0.1109
C 2.282 0.548 -0.913  -0.1705
O 1.048 0.539 -1.597  -0.1373
H 2.959 -0.250 -1.254  0.0805
H 2.761 1.509 -1.117  0.0785
H 2.159 0.452 0.177  0.0723
H 0.586 -0.270 -1.331  0.0369

***

[2]
ORCA calculation (ωB97M-V with the def2-TZVPD basis set) on a single C2H3F2NOS molecule at a distorted geometry.

As for the largest force on an atom: 7.26 eV Å⁻¹. The highest occupied orbital energy is -9.7416 eV. The structure (SMILES) is [H]/N=C(\OS)C(F)F. The gap between HOMO and LUMO is 0.3620 Eh. As for the energy relative to the best compared isomer or geometry (same formula, charge and spin): 232.8 kJ/mol. The spin multiplicity is 1. The value obtained for the electronic energy is -805.83094 hartree. As for the charge: 0.

Each line ends with the Löwdin charge.
Atoms and positions in Å:
H -1.410 -0.315 -1.936  0.0683
N -0.512 -0.616 -1.498  0.1448
C -0.242 -0.235 -0.329  -0.4404
O -0.588 0.640 0.622  -0.4729
S -1.828 1.774 0.373  0.8339
C 1.248 -1.001 0.317  -0.2191
F 1.198 -0.694 1.590  0.0921
F 2.291 -0.336 -0.395  0.0031
H -1.366 2.776 1.164  -0.1201
H 1.209 -1.994 0.091  0.1104

***

[3]
ORCA calculation (ωB97M-V with the def2-TZVPD basis set) on 2 unconnected molecules or ions with the total composition C10H18N3O at a distorted geometry.

As for the largest force on an atom: 6.40 eV Å⁻¹. The highest occupied orbital energy is -12.5127 eV. The gap between HOMO and LUMO is 0.3149 Eh. As for the energy relative to the best compared isomer or geometry (same formula, charge and spin): 637.2 kJ/mol. The spin multiplicity is 1. The value obtained for the electronic energy is -630.92961 hartree. As for the charge: +1.

Each line ends with the Löwdin charge.
Atoms and positions in Å:
C -2.422 -1.441 0.405  -0.2452
C -2.492 0.486 -0.464  -0.0648
C -2.454 0.624 0.905  -0.3572
C 1.657 -1.506 0.717  -0.0479
C 1.432 -1.911 -0.776  -0.0744
C 0.915 -0.104 0.900  -0.3762
C 0.829 0.304 -0.496  -0.2544
C -2.391 1.832 1.781  -0.0265
C 0.797 1.684 -0.724  0.0144
C 1.515 -0.494 -2.847  -0.0041
N -2.366 -0.644 1.417  0.1170
N 1.033 -0.584 -1.423  -0.0625
N 1.469 0.667 1.836  0.0658
O -2.557 -0.847 -0.724  0.0303
H -2.692 -2.501 0.508  0.1572
H 1.264 -2.324 1.311  0.1191
H 2.627 -1.443 0.994  0.0745
H 2.423 -2.213 -1.271  0.1479
H 0.767 -2.760 -0.823  0.1173
H -0.213 -0.199 1.164  0.1686
H -1.803 2.654 1.264  0.0981
H -3.352 2.240 2.148  0.0934
H -1.904 1.574 2.717  0.0706
H 0.932 2.115 0.254  0.0837
H -0.069 2.125 -1.086  0.0689
H 1.757 1.962 -1.392  0.1780
H -2.154 1.166 -1.487  0.2031
H 0.500 -0.110 -3.042  0.0861
H 1.009 -1.542 -3.244  0.1567
H 0.894 0.637 2.762  0.1692
H 2.464 0.694 2.025  0.1166
H 2.586 -0.140 -3.311  0.1768

***

[4]
ORCA calculation (ωB97M-V with the def2-TZVPD basis set) on a gas-phase ion, C16H26BN2O5 (charge -1) at a distorted geometry.

As for the largest force on an atom: 3.55 eV Å⁻¹. The highest occupied orbital energy is -5.4478 eV. The gap between HOMO and LUMO is 0.3091 Eh. As for the energy relative to the best compared isomer or geometry (same formula, charge and spin): 0.0 kJ/mol. The spin multiplicity is 1. The value obtained for the electronic energy is -1135.95659 hartree. As for the charge: -1.

Each line ends with the Löwdin charge.
Atoms and positions in Å:
C 2.947 1.299 1.005  -0.0962
C 2.370 0.737 2.360  -0.3729
C 1.967 1.967 3.281  -0.1062
C 1.243 -0.370 2.211  -0.0916
C 0.535 -0.435 0.825  -0.1874
O -0.078 -1.733 0.638  0.0301
B -1.369 -1.717 -0.016  -0.8974
C -2.447 -2.901 0.299  -0.0479
C -3.054 -2.797 1.755  -0.2651
O -4.246 -1.987 1.758  -0.1035
O -1.440 -1.574 -1.537  0.0882
C -0.323 -2.012 -2.162  -0.4408
O 0.121 -3.137 -2.117  0.1018
C 0.402 -0.945 -3.054  -0.0885
C -0.342 0.246 -3.445  -0.0496
C 0.200 1.334 -4.230  -0.0813
C 1.595 1.225 -4.659  -0.0999
C 2.331 0.023 -4.306  -0.0981
C 1.770 -1.072 -3.513  -0.0154
O -1.911 -0.392 0.441  0.0344
C -0.798 0.473 0.623  -0.4214
N -0.619 1.457 -0.490  0.0968
C -1.243 1.406 1.827  -0.1975
N -2.365 2.316 1.437  -0.0204
H 2.180 1.617 0.262  0.0659
H 3.538 2.230 1.256  0.0725
H 3.700 0.572 0.607  0.0796
H 3.236 0.238 2.884  0.1170
H 2.794 2.163 4.020  0.0708
H 0.968 1.863 3.771  0.0602
H 1.914 2.907 2.658  0.0691
H 0.508 -0.212 3.050  0.1112
H 1.714 -1.369 2.429  0.1219
H 1.171 -0.383 -0.108  0.1443
H -3.304 -2.803 -0.428  0.1108
H -1.981 -3.908 0.127  0.1034
H -2.288 -2.424 2.481  0.1143
H -3.371 -3.838 2.065  0.1006
H -4.076 -1.201 2.298  0.0736
H -1.399 0.322 -3.094  0.1111
H -0.436 2.224 -4.456  0.0955
H 2.056 2.059 -5.238  0.0877
H 3.389 -0.070 -4.651  0.0867
H 2.371 -1.972 -3.270  0.1099
H 0.256 1.298 -0.989  0.0478
H -1.423 1.282 -1.098  0.0738
H -0.383 2.097 2.055  0.0955
H -1.553 0.855 2.750  0.1092
H -2.905 1.904 0.673  0.0517
H -1.922 3.138 1.015  0.0459

***

[5]
ORCA calculation (ωB97M-V with the def2-TZVPD basis set) on a molecular structure, C32H47Cl3MnN3O3SSi at a distorted geometry.

As for the largest force on an atom: 2.70 eV Å⁻¹. The highest occupied orbital energy (spin up / spin down) is -3.1255 / -4.9327 eV. The gap between HOMO and LUMO (spin up / spin down) is 0.2041 / 0.2704 Eh. As for the energy relative to the best compared isomer or geometry (same formula, charge and spin): 0.3 kJ/mol. The spin multiplicity is 6. The value obtained for the electronic energy is -4856.98426 hartree. As for the charge: -1.

Each line ends with the Löwdin charge.
Atoms and positions in Å:
C -3.900 3.559 1.470  -0.0439
C -4.581 3.208 0.191  -0.2162
H -3.630 4.617 1.505  0.0709
H -2.999 2.943 1.555  0.0375
H -4.549 3.364 2.341  0.0967
C -5.402 4.056 -0.463  -0.1381
C -5.639 5.486 -0.136  -0.1128
H -6.035 3.713 -1.293  0.1047
H -4.734 6.104 0.031  0.0778
H -6.299 5.576 0.742  0.0781
H -6.180 5.940 -0.982  0.0657
Mn -0.031 -0.748 2.119  -0.2274
Cl -1.017 -2.687 1.777  -0.1119
Cl -1.870 0.423 2.175  -0.0432
C 0.838 -3.334 -1.306  -0.3515
O 1.923 -2.780 -1.508  -0.0259
N -0.197 -3.392 -2.180  -0.1821
C -0.049 -3.002 -3.570  -0.0489
C -1.439 -4.052 -1.804  -0.0619
H 0.559 -3.828 -0.345  0.1016
H 1.008 -2.827 -3.779  0.0858
H -0.636 -2.099 -3.789  0.0681
H -0.455 -3.782 -4.236  0.0869
H -1.371 -4.365 -0.758  0.0610
H -1.641 -4.908 -2.467  0.0842
H -2.300 -3.374 -1.909  0.0670
H 1.810 3.360 2.921  0.0106
H 0.979 2.552 0.556  0.0595
C 2.568 3.882 2.313  -0.1040
C 1.912 2.942 0.136  -0.0660
N 2.921 3.071 1.165  -0.2085
H 3.473 4.054 2.907  0.0806
C 3.973 2.210 1.222  -0.3333
O 4.210 1.350 0.365  -0.0375
H 2.259 2.289 -0.657  0.0828
H 4.602 2.361 2.136  0.1352
H 2.155 4.840 1.956  0.0845
H 1.690 3.934 -0.269  0.0847
O -2.986 1.407 -0.332  -0.2657
C -4.390 1.768 -0.342  -0.2434
C -4.597 2.537 -2.752  -0.0907
C -5.022 1.666 -1.739  -0.2289
H -3.859 3.312 -2.524  0.1168
C -5.141 2.430 -4.044  -0.0706
H -4.866 1.065 0.367  0.1546
C -6.016 0.716 -1.980  -0.0469
H -4.719 3.013 -4.856  0.0997
C -6.189 1.522 -4.258  -0.1004
C -6.641 0.680 -3.235  -0.0869
H -6.266 0.018 -1.180  0.1211
H -6.671 1.486 -5.234  0.0922
H -7.448 -0.028 -3.411  0.0950
Si -1.961 0.704 -1.512  0.4550
Cl 1.113 0.974 3.021  -0.0382
C -1.589 2.004 -2.807  -0.1667
C -2.938 -0.698 -2.271  -0.1357
C -0.281 0.031 -0.939  -0.1703
H -2.337 2.000 -3.616  0.0161
H -0.605 1.786 -3.256  0.0302
H -1.557 3.028 -2.394  0.0393
H 0.137 0.806 -0.285  -0.0055
H 0.417 -0.153 -1.773  0.0478
H -0.385 -0.911 -0.365  -0.0227
H -3.877 -0.324 -2.699  0.0156
H -3.206 -1.411 -1.484  0.0422
H -2.405 -1.222 -3.074  0.0144
N 1.880 -1.597 1.779  -0.4552
S 2.732 -2.456 2.894  1.0396
C 3.708 -3.695 1.966  -0.3565
C 4.535 -3.355 0.892  -0.0679
C 5.524 -4.247 0.450  -0.0632
C 5.628 -5.520 1.029  -0.0909
C 4.744 -5.892 2.056  -0.0893
C 3.780 -4.986 2.512  -0.0893
C 4.223 -1.536 3.409  -0.3752
C 4.909 -1.832 4.596  -0.0763
C 6.214 -1.346 4.740  -0.0947
C 6.808 -0.531 3.768  -0.0871
C 6.067 -0.182 2.641  -0.0713
C 4.787 -0.706 2.455  -0.1127
H 2.075 -1.970 0.828  -0.0037
H 4.428 -2.385 0.409  0.1129
H 6.225 -3.942 -0.336  0.1087
H 6.402 -6.219 0.684  0.1010
H 4.832 -6.887 2.501  0.1005
H 3.086 -5.261 3.310  0.1063
H 4.431 -2.468 5.349  0.1087
H 6.801 -1.619 5.614  0.0952
H 7.844 -0.177 3.874  0.1030
H 6.471 0.468 1.873  0.1043
H 4.223 -0.523 1.547  0.0753

***

[6]
ORCA calculation (ωB97M-V with the def2-TZVPD basis set) on a single C3H3N5 molecule at a distorted geometry.

As for the largest force on an atom: 8.76 eV Å⁻¹. The highest occupied orbital energy is -9.2712 eV. The structure (SMILES) is [H]/N=c1\ncncnn1. The gap between HOMO and LUMO is 0.2942 Eh. As for the energy relative to the best compared isomer or geometry (same formula, charge and spin): 375.6 kJ/mol. The spin multiplicity is 1. The value obtained for the electronic energy is -389.72564 hartree. As for the charge: 0.

Each line ends with the Löwdin charge.
Atoms and positions in Å:
H -2.740 0.528 0.977  0.0145
N -2.392 -0.218 0.399  0.1309
C -1.104 0.036 -0.119  -0.4010
N -0.441 1.314 -0.416  0.1284
C 0.840 1.272 -0.339  -0.2298
N 1.499 0.229 0.204  0.0789
C 1.331 -1.024 0.408  -0.0290
N 0.264 -1.744 -0.504  0.0836
N -0.682 -1.054 -0.901  0.0374
H 1.482 2.083 -0.765  0.1337
H 1.944 -1.422 1.057  0.0525